7
Properties=species:S:1:pos:R:3:forces:R:3:lowdin_charge:R:1 method="wB97M-V/def2-TZVPD" energy_ev=-17142.4670 homo_ev="-2.25 / -2.24" homo_lumo_gap_ev="6.597 / 6.595" charge=-1 lumo_energy_ev="4.351 / 4.352" smiles=[NH-]OCCl
N 1.58422 1.09274 0.18880 -1.3 -1.6 4.1 -0.119
O 0.55664 0.17510 -0.31256 -2.3 -2.6 -1.4 -0.359
C -0.43865 -0.64308 0.16464 4.4 4.8 -2.4 -0.341
Cl -2.54393 -0.03066 -0.06332 0.0 0.1 0.1 -0.091
H 1.76913 1.55410 -0.63345 0.2 1.2 -2.7 -0.131
H -0.38954 -0.72943 1.17078 -0.5 -0.7 3.1 0.019
H -0.53788 -1.41876 -0.51488 -0.6 -1.3 -0.8 0.023

***

88
Properties=species:S:1:pos:R:3:forces:R:3:lowdin_charge:R:1 method="wB97M-V/def2-TZVPD" energy_ev=-76938.5122 homo_ev=-9.92 homo_lumo_gap_ev=7.168 charge=+1 lumo_energy_ev=-2.752
In -0.14537 -0.09962 0.01047 -0.1 0.2 0.0 0.682
C 2.89632 -1.92903 -0.33807 -0.2 0.0 0.0 -0.248
P 2.56260 -0.27278 0.36081 0.1 0.0 -0.1 1.061
C 3.46332 0.89774 -0.69971 0.0 0.1 0.1 -0.373
C 3.56095 0.64367 -2.06946 0.0 0.0 0.0 -0.109
C 4.11229 1.58974 -2.92420 0.0 0.0 0.0 -0.066
C 4.57784 2.79541 -2.41932 0.0 0.1 0.0 -0.065
C 4.49581 3.05319 -1.05583 0.0 0.0 0.0 -0.059
C 3.93748 2.11354 -0.19899 0.0 0.0 -0.1 -0.109
C 3.37670 -0.26681 1.98184 0.1 0.1 0.0 -0.354
C 4.71527 0.09126 2.14778 0.0 0.0 0.1 -0.081
C 5.30460 0.01134 3.40250 0.0 0.0 0.0 -0.060
C 4.56722 -0.43016 4.49463 0.0 0.0 0.0 -0.065
C 3.24062 -0.80349 4.33337 0.0 0.0 0.0 -0.062
C 2.64756 -0.71900 3.08151 0.1 0.0 0.0 -0.094
C 1.67282 -2.51923 -0.98678 -0.2 0.0 0.0 -0.389
C 1.61912 -3.60771 -1.82687 0.0 0.0 0.0 -0.052
C 0.24563 -3.90612 -2.02844 0.0 0.0 0.0 -0.053
C -0.47098 -2.98616 -1.30333 0.2 0.1 0.1 -0.421
C -1.95431 -2.84122 -1.14939 0.1 0.1 0.0 -0.264
P -2.33441 -1.07744 -1.50092 -0.1 -0.2 0.1 1.062
C -4.01693 -0.77818 -0.89640 -0.1 0.0 0.0 -0.375
C -4.81172 -1.78576 -0.34807 -0.1 0.0 -0.1 -0.085
C -6.07405 -1.48767 0.15579 0.1 -0.1 0.0 -0.074
C -6.55273 -0.18818 0.10808 0.0 0.1 0.0 -0.071
C -5.77075 0.82166 -0.44191 0.0 0.0 0.0 -0.060
C -4.50842 0.53092 -0.93227 0.0 0.0 0.0 -0.096
C -2.40865 -1.02536 -3.31894 0.1 0.0 0.0 -0.338
C -3.59051 -0.83833 -4.03380 0.1 0.0 0.0 -0.070
C -3.56735 -0.82696 -5.42396 0.0 0.0 0.0 -0.066
C -2.37276 -1.00852 -6.10747 0.0 0.0 0.0 -0.073
C -1.19218 -1.20067 -5.40173 0.0 0.0 0.0 -0.069
C -1.20659 -1.20262 -4.01350 0.0 0.0 -0.1 -0.106
N 0.39062 -2.11202 -0.65958 0.1 -0.3 -0.1 -0.061
H 3.21938 -2.54055 0.50467 0.0 -0.1 0.1 0.099
H 3.73396 -1.88986 -1.03343 0.1 0.0 0.0 0.093
H 3.19923 -0.29508 -2.47406 0.0 0.0 0.0 0.108
H 4.18659 1.38032 -3.98497 0.0 0.0 0.1 0.114
H 5.01511 3.53005 -3.08540 0.0 0.0 0.0 0.113
H 4.87439 3.98715 -0.65671 0.0 -0.1 0.0 0.113
H 3.89406 2.31465 0.86552 -0.1 0.0 -0.1 0.101
H 5.29985 0.42989 1.29966 0.0 -0.1 0.1 0.107
H 6.34410 0.29043 3.52566 -0.1 0.0 0.0 0.112
H 5.03109 -0.48823 5.47219 0.0 0.0 -0.1 0.112
H 2.66703 -1.16172 5.18095 0.0 0.0 -0.1 0.111
H 1.61837 -1.02589 2.95541 -0.1 0.0 0.0 0.094
H 2.46851 -4.14743 -2.22514 -0.1 0.1 0.1 0.106
H -0.16935 -4.70860 -2.62585 0.0 0.1 0.1 0.109
H -2.25815 -3.05915 -0.12115 0.0 0.0 0.0 0.076
H -2.49207 -3.51661 -1.81135 0.0 -0.1 0.0 0.105
H -4.46553 -2.81220 -0.33270 0.0 0.0 0.0 0.096
H -6.68651 -2.27715 0.57353 0.0 0.0 0.0 0.108
H -7.53782 0.04201 0.49819 0.1 0.0 0.0 0.110
H -6.14107 1.83899 -0.47677 0.0 0.0 0.0 0.113
H -3.89389 1.32812 -1.33576 0.0 0.0 0.0 0.105
H -4.52829 -0.69779 -3.51037 0.0 0.0 0.0 0.104
H -4.48960 -0.67724 -5.97351 0.1 0.0 0.0 0.111
H -2.36193 -1.00341 -7.19165 0.0 0.0 0.1 0.110
H -0.25998 -1.35382 -5.93246 0.0 0.0 0.0 0.109
H -0.28488 -1.38829 -3.46830 0.0 0.0 0.0 0.093
N -1.41902 -0.78959 1.89763 -0.1 0.6 0.0 0.089
C -1.06534 -0.19120 3.16993 0.0 -0.1 -0.2 -0.219
C -1.48708 -0.70081 4.36101 -0.1 0.0 0.1 -0.001
C -1.17510 -0.04635 5.57613 -0.1 -0.1 0.0 -0.050
C -0.48564 1.12914 5.56958 0.0 0.1 0.0 -0.014
C -0.02262 1.67237 4.34677 0.0 0.0 0.1 -0.136
C 0.68974 2.89152 4.25871 0.0 0.0 0.1 0.020
C 1.12202 3.33697 3.04714 0.1 0.1 -0.1 -0.010
C 0.90586 2.52801 1.91513 0.0 -0.2 0.0 -0.101
N 0.26682 1.38417 1.96134 -0.1 0.1 0.1 0.050
C -0.26703 0.98096 3.14747 0.1 0.0 -0.2 -0.174
H -1.68327 -1.75781 2.01985 0.0 -0.2 -0.1 0.109
H -2.23464 -0.28804 1.52741 0.0 -0.1 0.1 0.098
H -2.09256 -1.60066 4.37816 0.0 0.0 0.0 0.123
H -1.52441 -0.47002 6.50963 0.0 0.0 -0.1 0.115
H -0.28675 1.66181 6.49275 0.0 0.0 -0.1 0.123
H 0.87313 3.46434 5.16044 0.0 0.0 0.0 0.129
H 1.64237 4.28032 2.94298 0.0 -0.1 0.0 0.118
H 1.29836 2.83182 0.94960 0.0 0.0 0.0 0.118
N 0.29414 1.24280 -1.86826 -0.2 0.2 0.2 0.022
C -0.71012 2.34231 -1.90766 0.1 -0.2 0.0 -0.113
C -1.38497 2.57219 -0.55312 -0.2 -0.1 0.3 -0.654
O -1.67983 3.70689 -0.22777 0.0 -0.4 0.0 0.072
O -1.63930 1.47876 0.11063 0.2 0.4 -0.1 -0.177
H 1.23735 1.61567 -1.88024 0.1 0.0 0.0 0.070
H 0.20975 0.65316 -2.68828 0.0 -0.1 -0.1 0.073
H -1.50006 2.06262 -2.60609 0.0 0.0 0.0 0.125
H -0.27348 3.27462 -2.24488 0.1 0.1 -0.1 0.127

***

74
Properties=species:S:1:pos:R:3:forces:R:3:lowdin_charge:R:1 method="wB97M-V/def2-TZVPD" energy_ev=-88919.0776 homo_ev=-6.93 homo_lumo_gap_ev=6.662 lumo_energy_ev=-0.269 smiles="CC(C)=CCC[C@@H](C)CC[C@]1(CCCCOC=O)OC(=O)O[C@@H]1Cc1ccccc1C.ClC(Cl)(Cl)Cl"
C 8.77424 -0.42815 -0.58519 -0.4 -0.7 -0.1 -0.108
C 7.54922 -1.21299 0.17346 -1.0 -0.5 0.6 -0.272
C 7.64349 -1.37688 1.83490 -1.1 2.1 -0.7 -0.107
C 6.32084 -1.76704 -0.49108 1.3 1.0 0.5 -0.110
C 4.91830 -0.88379 -0.48696 0.3 -0.7 1.6 -0.211
C 3.58682 -1.74000 -0.90857 0.8 -0.9 0.5 -0.202
C 2.18762 -1.25382 -0.21271 -0.5 0.5 -1.1 -0.333
C 2.07643 0.34870 0.10521 -1.1 -0.1 0.7 -0.096
C 0.92706 -1.60112 -1.25592 0.2 -1.2 0.6 -0.160
C -0.49599 -1.76544 -0.40414 1.1 0.6 -1.1 -0.099
C -1.54315 -0.52342 -0.62462 -2.8 0.1 0.3 -0.305
C -1.99826 -0.10625 -2.15036 0.8 -1.4 -0.9 -0.113
C -1.07389 1.05270 -2.85073 0.3 0.1 -1.4 -0.189
C -1.89064 2.47230 -3.14924 0.1 -0.6 0.0 -0.136
C -1.38050 3.71601 -2.17423 -0.4 -0.2 -1.4 -0.171
O -2.45804 3.96430 -1.16600 -1.1 3.3 -1.6 -0.165
C -3.37959 5.00665 -1.65970 -3.9 -2.5 -5.4 -0.119
O -4.27003 4.71720 -2.64718 5.9 1.8 6.6 -0.062
O -1.23083 0.80653 -0.02563 -1.2 0.2 3.2 -0.045
C -2.30056 1.23667 0.91707 0.3 1.3 2.2 -0.203
O -2.22307 2.03650 1.98536 -0.6 -5.6 -7.9 0.038
O -3.47875 0.50648 0.34510 2.8 0.5 3.2 -0.048
C -2.97787 -0.86719 0.16440 0.1 -0.3 -2.1 -0.207
C -2.84322 -1.86948 1.46267 -0.3 -0.4 0.2 -0.111
C -4.17535 -1.94113 2.41695 -3.8 -0.3 2.7 -0.082
C -4.95548 -0.58369 2.99179 -1.3 -2.5 0.9 -0.005
C -6.31614 -0.61647 3.91226 2.1 -3.7 -1.6 -0.075
C -6.98466 -2.06160 4.31638 3.6 0.5 -2.2 -0.082
C -6.24556 -3.44066 3.82626 1.1 4.0 -0.8 -0.046
C -4.85900 -3.38631 2.89284 -1.6 2.2 0.7 -0.133
C -4.23551 -4.86956 2.49007 -0.2 0.7 1.2 -0.128
H 8.38576 -0.11487 -1.66394 1.1 -0.9 2.3 0.084
H 9.79311 -1.01263 -0.61378 -1.9 1.2 -0.1 0.074
H 8.95124 0.59274 0.00678 -0.5 -2.3 -1.1 0.094
H 8.48272 -0.66660 2.29244 -1.8 -1.7 -0.9 0.077
H 7.78495 -2.49675 2.16679 -0.2 2.3 -1.0 0.081
H 6.58906 -0.98960 2.22937 2.2 -1.0 -0.5 0.077
H 6.42440 -2.82206 -1.00919 -0.2 2.9 -0.5 0.105
H 5.03423 0.06685 -1.19752 0.0 -2.2 1.5 0.125
H 4.81897 -0.46049 0.62356 0.0 -0.7 -2.3 0.104
H 3.77814 -2.85626 -0.53123 -0.5 2.3 -0.9 0.121
H 3.54747 -1.81249 -2.08322 -0.2 0.4 2.3 0.119
H 2.02519 -1.85003 0.79497 0.4 1.2 -2.1 0.137
H 1.18735 0.46915 0.89294 1.9 -0.1 -1.8 0.091
H 3.01658 0.82357 0.62219 -1.7 -1.0 -1.3 0.075
H 1.72713 0.93597 -0.86917 1.1 -1.1 2.1 0.082
H 0.85794 -0.82686 -2.13066 0.1 -1.3 1.8 0.105
H 1.12891 -2.65928 -1.76391 -0.3 2.2 1.1 0.119
H -1.01568 -2.74297 -0.84173 0.8 2.2 1.2 0.137
H -0.15348 -1.91736 0.72545 -1.2 0.4 -2.4 0.123
H -1.87389 -1.09336 -2.80886 -0.3 2.0 1.4 0.130
H -3.14867 0.18588 -2.23721 2.6 -0.5 0.6 0.132
H -0.77713 0.63934 -3.92993 -0.6 0.8 2.4 0.115
H -0.03500 1.24217 -2.30433 -2.4 -0.4 -0.9 0.094
H -1.79467 2.75494 -4.30274 0.0 -0.5 2.6 0.122
H -3.04424 2.23526 -2.98444 2.5 0.9 -0.1 0.121
H -0.39490 3.47728 -1.58704 -2.2 0.3 -1.1 0.092
H -1.21635 4.69630 -2.83481 -0.3 -2.1 1.5 0.114
H -3.37638 6.13730 -1.28972 0.4 -2.7 -0.2 0.168
H -3.70571 -1.28476 -0.68319 1.5 0.5 2.2 0.179
H -2.65667 -2.95905 1.01107 -0.5 2.5 1.0 0.112
H -1.85100 -1.63668 2.08435 -2.4 -0.2 -1.2 0.137
H -4.52088 0.49194 2.73656 -1.0 -2.7 0.5 0.088
H -6.77959 0.41000 4.25510 1.0 -2.4 -0.8 0.083
H -7.97830 -2.04743 4.95845 2.4 -0.3 -1.5 0.083
H -6.72963 -4.46609 4.16227 1.3 2.3 -0.9 0.087
H -3.63397 -4.85131 1.48644 -1.3 0.0 2.0 0.062
H -5.11024 -5.66464 2.46384 1.9 1.8 -0.1 0.081
H -3.51323 -5.17902 3.38822 -1.4 0.6 -2.1 0.093
Cl 1.90290 5.02202 -1.71438 0.0 0.4 0.0 0.526
C 1.42170 6.73657 -1.65532 0.0 0.0 0.1 -2.007
Cl 0.64864 7.18989 -3.19524 0.2 -0.1 0.3 0.512
Cl 0.27130 6.98485 -0.31765 0.3 -0.1 -0.3 0.517
Cl 2.86397 7.74951 -1.39402 -0.4 -0.3 -0.1 0.517